ORCA calculation (wB97M-V/def2-TZVPD) on a structure of composition C39H31BaBrN4P2SSe2.

Summary:
**Energy**: -277749.74140 eV
**Lowest unoccupied orbital energy (spin up / spin down)**: 1.7591 / 1.7560 eV
**ΔE to the lowest compared entry with this formula, charge and spin**: 19.07 kcal per mole
**HOMO (spin up / spin down)**: -3.613 / -5.351 eV

The geometry in ORCA input format:
```
! wB97M-V def2-TZVPD RIJCOSX def2/J DEFGRID3
* xyz -1 2
Ba 0.906 2.764 -0.858
Se 1.444 -3.439 3.058
P -0.173 -3.126 1.737
C -0.379 -4.438 0.488
C -1.628 -4.695 -0.072
C -1.764 -5.663 -1.056
C -0.653 -6.377 -1.482
C 0.592 -6.122 -0.924
C 0.731 -5.154 0.059
C -1.749 -3.193 2.625
C -2.591 -2.113 2.803
C -3.768 -2.241 3.532
C -4.100 -3.461 4.092
C -3.247 -4.551 3.934
C -2.077 -4.420 3.211
C 0.056 -1.666 0.674
C -0.355 -0.353 0.409
N 0.473 0.095 -0.572
N 1.326 -0.872 -0.882
N 1.095 -1.929 -0.152
P -1.530 0.942 0.914
Se -1.881 4.277 -0.142
C -3.178 0.234 0.581
C -3.371 -1.005 -0.025
C -4.651 -1.463 -0.296
C -5.755 -0.689 0.032
C -5.572 0.564 0.599
C -4.291 1.032 0.853
C -1.322 0.942 2.740
C -2.365 1.201 3.625
C -2.134 1.263 4.991
C -0.855 1.072 5.494
C 0.193 0.827 4.620
C -0.037 0.771 3.254
H -2.499 -4.144 0.264
H -2.738 -5.863 -1.485
H -0.758 -7.134 -2.249
H 1.460 -6.677 -1.257
H 1.695 -4.942 0.503
H -2.335 -1.159 2.379
H -4.415 -1.381 3.653
H -5.017 -3.569 4.658
H -3.495 -5.504 4.383
H -1.407 -5.264 3.103
H -2.514 -1.615 -0.287
H -4.784 -2.432 -0.762
H -6.754 -1.052 -0.173
H -6.426 1.191 0.825
H -4.155 2.039 1.232
H -3.372 1.341 3.254
H -2.960 1.453 5.665
H -0.678 1.111 6.561
H 1.193 0.660 5.000
H 0.790 0.546 2.590
N 2.821 0.757 -2.835
C 4.080 1.336 -2.987
C 4.491 1.887 -4.199
C 5.711 2.533 -4.293
C 6.557 2.626 -3.195
C 6.160 2.056 -1.994
C 4.935 1.419 -1.887
H 2.718 0.096 -2.071
H 2.384 0.393 -3.667
H 3.835 1.834 -5.059
H 6.001 2.980 -5.236
H 7.503 3.145 -3.274
H 6.810 2.107 -1.128
H 4.635 0.968 -0.946
S -2.241 7.478 -0.399
C -1.572 6.048 -0.517
Br 4.830 6.691 -5.848
C 3.888 5.651 -4.553
C 4.388 5.551 -3.269
C 3.678 4.799 -2.337
C 2.483 4.115 -2.616
C 2.057 4.254 -3.948
C 2.717 5.011 -4.913
H 5.315 6.045 -3.005
H 4.115 4.747 -1.339
H 1.143 3.758 -4.282
H 2.337 5.093 -5.924
*
```